No. 1
{
  "formula": "C14H31B3BeClF12LiMgNO9P2",
  "method": "ωB97M-V with the def2-TZVPD basis set",
  "elements": ["C", "C", "P", "C", "C", "N", "C", "C", "C", "C", "C", "C", "O", "C", "H", "H", "H", "H", "H", "H", "H", "H", "H", "H", "H", "H", "H", "H", "H", "H", "H", "H", "H", "H", "H", "H", "H", "H", "H", "O", "H", "H", "O", "P", "O", "O", "O", "Be", "B", "F", "F", "F", "F", "C", "C", "O", "C", "O", "O", "H", "H", "H", "H", "Li", "Mg", "B", "F", "F", "F", "F", "Cl", "B", "F", "F", "F", "F"],
  "positions_angstrom": [[-3.259787, 2.305590, 1.880568], [-3.881155, 0.885408, 1.470799], [-3.399144, 0.526907, -0.306706], [-3.973299, 1.895356, -1.457363], [-4.209131, 1.437337, -2.955240], [-1.562707, 0.411608, -0.244505], [-1.266889, -0.903571, 0.412444], [-0.195999, -1.797617, -0.334178], [1.026158, -1.001874, -0.953932], [0.489011, 0.237675, -1.808612], [1.437469, 1.493831, -1.555156], [1.095990, 2.307624, -0.240829], [1.516918, 1.589456, 0.956279], [-1.050902, 0.548215, -1.633210], [-3.829241, 2.805451, 2.711540], [-3.264005, 2.983197, 0.969369], [-2.169406, 2.195234, 2.182340], [-5.000025, 0.965508, 1.622583], [-3.508530, 0.065847, 2.160057], [-5.014453, 2.328627, -1.074999], [-3.207171, 2.742181, -1.453665], [-4.895747, 2.121377, -3.527041], [-4.607687, 0.361939, -2.905575], [-3.175002, 1.477786, -3.478649], [-1.265339, 1.159277, 0.401084], [-0.937861, -0.761407, 1.489679], [-2.221708, -1.520672, 0.484583], [0.240686, -2.492628, 0.458606], [-0.663881, -2.497494, -1.096245], [1.535088, -1.715177, -1.680921], [1.804150, -0.713831, -0.148930], [0.632174, -0.041751, -2.903184], [1.512154, 2.189984, -2.447462], [2.485952, 1.077307, -1.419784], [1.736419, 3.249293, -0.278370], [0.027193, 2.669289, -0.182544], [1.868446, 2.282447, 1.546756], [-1.718847, -0.056447, -2.329506], [-1.197198, 1.628732, -1.964497], [5.110202, 1.135730, -1.419733], [4.893067, 0.324608, -0.941717], [4.492432, 1.787344, -1.070155], [9.229047, -2.188223, -1.153406], [8.025605, -1.260063, -1.341829], [8.475390, 0.203579, -1.263821], [7.009023, -1.546215, -0.232858], [7.384153, -1.551365, -2.703537], [2.876056, -1.617542, 0.626938], [-6.797026, -0.733236, -1.387091], [-5.972709, 0.016862, -0.485907], [-8.055785, -0.112323, -1.479564], [-6.159440, -0.755567, -2.684768], [-6.928134, -2.056790, -0.905159], [12.949794, -2.986551, 1.492528], [11.970370, -3.952714, 0.894786], [10.714260, -3.365664, 1.218958], [10.924144, -2.049067, 1.404539], [10.044006, -1.237370, 1.523797], [12.241207, -1.751382, 1.439305], [13.879356, -2.926616, 0.927210], [13.182623, -3.215732, 2.535721], [12.057405, -4.021486, -0.192451], [12.054476, -4.952153, 1.320696], [9.106427, 0.309442, 1.078308], [-2.942230, 0.236183, -4.710054], [-10.682131, -0.434977, 0.892951], [-9.398495, -0.111401, 1.431855], [-11.603363, -0.672514, 1.954119], [-11.148027, 0.655754, 0.096083], [-10.581150, -1.604875, 0.083278], [-6.098135, 3.354232, -0.248196], [-7.643406, 0.925331, 4.585887], [-6.652587, 1.422560, 3.678057], [-7.714011, -0.491827, 4.477762], [-7.272912, 1.285213, 5.921387], [-8.902197, 1.498803, 4.270492]],
  "atomic_forces_ev_per_a": [[0.6, -0.2, -0.6], [0.5, 1.3, 0.9], [-4.0, -1.7, -0.3], [2.6, 0.4, -1.1], [-0.4, -0.2, 1.3], [0.2, 1.0, 0.7], [0.4, -2.2, 1.0], [0.7, -0.3, 0.5], [-1.8, -0.4, -1.2], [0.8, 0.0, -0.4], [0.0, -0.3, 0.6], [1.4, 0.9, -0.6], [-0.5, 0.8, -0.7], [1.0, 1.1, -1.1], [0.5, -0.7, -0.9], [-0.2, -0.5, 1.2], [-1.1, 0.1, -0.1], [0.9, -0.5, -0.7], [-0.5, 0.8, -1.0], [-0.7, 0.2, 0.7], [-1.1, -0.8, 0.0], [0.7, -0.7, 0.6], [0.0, 1.1, -0.3], [-0.7, 1.0, 1.3], [0.5, -0.2, -0.6], [-0.3, 0.3, -1.4], [1.0, 0.9, -0.3], [-0.6, 0.7, -0.8], [0.4, 1.1, 0.8], [-0.3, 0.9, 1.1], [-1.9, 0.6, -1.5], [-0.3, 0.3, 1.3], [-0.5, -0.7, 1.1], [-1.2, 0.5, -0.2], [-0.9, -1.0, -0.1], [0.9, -0.5, 0.0], [-0.3, -0.7, -0.2], [0.9, 0.3, 1.2], [0.0, -1.2, 0.6], [-0.3, 0.0, 0.1], [0.2, -0.1, 0.0], [0.1, 0.0, 0.0], [-0.7, -0.3, -0.2], [-0.1, 0.9, -0.4], [-0.1, -0.3, 1.0], [0.6, 0.1, 0.2], [0.7, -0.2, 0.3], [1.4, -0.9, 1.1], [-2.4, -0.9, 0.6], [1.0, 0.4, -0.2], [1.5, -0.3, -0.3], [0.5, 0.2, 0.0], [0.6, 1.0, -0.6], [0.8, -0.3, 0.1], [0.3, -0.7, -0.4], [-0.1, 1.1, 0.4], [0.2, -0.6, -0.3], [0.2, 0.2, 0.2], [-0.9, 0.2, 0.0], [-0.1, 0.2, 0.0], [-0.1, 0.1, 0.0], [-0.1, 0.1, 0.1], [-0.2, 0.1, 0.0], [-0.3, -0.5, -1.0], [-0.2, -1.1, -0.8], [0.1, 0.1, 0.2], [-0.8, -0.3, -0.5], [0.4, 0.1, -0.6], [0.2, -0.5, 0.3], [0.0, 0.5, 0.3], [0.5, -0.3, -0.3], [-0.9, -0.3, -0.1], [0.2, 0.0, 0.1], [0.3, 0.8, 0.2], [0.1, -0.1, -0.5], [0.9, -0.2, 0.3]],
  "homo_ev": -5.91,
  "charge": -1,
  "multiplicity": 1
}

=====

No. 2
{
  "formula": "C30H47Cl2FN4O3OsP2Sb",
  "method": "ωB97M-V with the def2-TZVPD basis set",
  "elements": ["Os", "C", "N", "C", "P", "O", "O", "P", "O", "N", "C", "C", "N", "C", "C", "N", "C", "C", "H", "H", "H", "H", "H", "H", "H", "H", "H", "H", "H", "H", "H", "H", "H", "H", "H", "H", "H", "H", "H", "H", "H", "H", "Cl", "C", "Cl", "H", "H", "C", "C", "C", "C", "C", "C", "C", "Sb", "C", "C", "C", "C", "C", "C", "C", "C", "C", "C", "C", "C", "C", "C", "H", "H", "H", "H", "H", "H", "H", "H", "H", "H", "H", "H", "H", "H", "H", "H", "H", "H", "H", "H", "H", "F"],
  "positions_angstrom": [[-0.107334, -0.170328, 0.628424], [4.446671, -0.852235, -1.065005], [4.027129, 0.542338, -0.887246], [5.123536, 1.509630, -1.039328], [2.500828, 1.004239, -1.192848], [1.538924, -0.116510, -0.861600], [2.359655, 2.306138, -0.242594], [1.251473, 2.702611, 0.848641], [-0.008472, 1.880260, 0.494478], [0.867588, 4.251960, 0.741899], [1.597372, 5.292493, 1.482324], [-0.155822, 4.765758, -0.177857], [1.912985, 2.316112, 2.257950], [1.089442, 2.418995, 3.468443], [3.320259, 1.982372, 2.499843], [2.144819, 1.625223, -2.655688], [2.661269, 2.923874, -3.108859], [1.819020, 0.714570, -3.758134], [4.934905, -0.991714, -2.032709], [3.591297, -1.516407, -0.990707], [5.154318, -1.108164, -0.276830], [5.549596, 1.474045, -2.044289], [5.905766, 1.262629, -0.322102], [4.782352, 2.522671, -0.834597], [2.330943, 4.847968, 2.150400], [0.891919, 5.876920, 2.072300], [2.112342, 5.952548, 0.784651], [-0.602196, 3.954190, -0.745928], [0.294943, 5.477984, -0.869070], [-0.933985, 5.271218, 0.393612], [0.083664, 2.761757, 3.224770], [1.530190, 3.132818, 4.165486], [1.030896, 1.442357, 3.950449], [3.869506, 1.924822, 1.565575], [3.377545, 1.015124, 2.999304], [3.774823, 2.741946, 3.137320], [2.809646, 3.596683, -2.268277], [1.928854, 3.372506, -3.779636], [3.603307, 2.811915, -3.649349], [1.575302, -0.275057, -3.375301], [2.659646, 0.623833, -4.449368], [0.960618, 1.104890, -4.305846], [-3.537209, -2.175544, 0.246254], [-3.879994, -0.472372, 0.215750], [-2.390218, 0.597283, 0.147109], [-4.382497, -0.167431, 1.126682], [-4.438602, -0.209344, -0.675109], [-1.335650, -1.882395, 3.476958], [-0.877760, -3.307836, 3.324491], [-1.014347, -4.135681, 4.441524], [-0.551274, -5.438115, 4.450118], [0.086227, -5.955034, 3.329019], [0.232053, -5.158312, 2.209708], [-0.262751, -3.846006, 2.189572], [0.015558, -2.826400, 0.363282], [-1.376160, -3.934881, -0.900191], [-1.648728, -5.221557, -0.533975], [-2.527436, -6.037998, -1.296659], [-3.168701, -5.543809, -2.455588], [-2.931698, -4.256327, -2.826566], [-2.047601, -3.420192, -2.073630], [-1.866338, -2.023524, -2.521976], [1.928856, -3.529280, -0.166548], [2.810977, -3.620789, 0.912394], [4.084466, -4.132587, 0.724359], [4.468214, -4.564123, -0.537709], [3.595022, -4.451602, -1.608476], [2.316951, -3.920653, -1.449367], [1.425539, -3.766534, -2.648673], [-2.320111, -1.839545, 3.943454], [-1.413302, -1.357342, 2.522771], [-0.641112, -1.329591, 4.111532], [-1.487698, -3.735183, 5.329834], [-0.671765, -6.045976, 5.336698], [0.475235, -6.964154, 3.331544], [0.760728, -5.559542, 1.351933], [-1.209585, -5.658888, 0.353344], [-2.704965, -7.059390, -0.981436], [-3.834944, -6.182136, -3.019920], [-3.413948, -3.834900, -3.699319], [-2.571522, -1.739574, -3.299093], [-0.854966, -1.887475, -2.920960], [-1.946800, -1.337796, -1.675710], [2.513169, -3.299069, 1.903279], [4.766112, -4.204540, 1.561040], [5.453311, -4.984287, -0.691616], [3.912097, -4.771851, -2.593581], [2.013537, -3.683043, -3.561716], [0.833889, -2.853060, -2.564798], [0.751476, -4.617988, -2.775935], [1.214231, -0.586711, 1.947796]],
  "atomic_forces_ev_per_a": [[0.0, -0.2, -0.4], [0.0, 0.0, 0.0], [0.0, -0.1, 0.0], [0.0, 0.0, 0.0], [0.0, 0.2, 0.1], [-0.1, 0.1, 0.0], [-0.1, -0.2, 0.0], [-0.1, -0.1, -0.2], [0.2, 0.1, 0.4], [0.0, 0.0, 0.1], [0.0, 0.0, 0.0], [0.0, 0.0, 0.0], [0.1, 0.1, 0.0], [0.0, 0.1, 0.0], [0.0, -0.1, 0.0], [-0.1, 0.0, 0.0], [0.0, 0.0, 0.0], [0.1, 0.0, 0.0], [0.0, 0.0, 0.0], [0.0, 0.0, 0.0], [0.0, 0.0, 0.0], [0.0, 0.0, 0.0], [0.0, 0.0, 0.0], [0.0, 0.0, 0.0], [0.0, 0.0, 0.0], [0.0, 0.0, 0.0], [0.0, 0.0, 0.0], [0.0, 0.0, 0.0], [0.0, 0.0, 0.0], [0.0, 0.0, 0.0], [0.0, 0.0, 0.0], [0.0, 0.0, 0.0], [0.0, 0.0, 0.0], [0.0, 0.0, 0.0], [0.0, 0.0, 0.0], [0.0, 0.0, 0.0], [0.0, 0.0, 0.0], [0.0, 0.0, 0.0], [0.0, 0.0, 0.0], [0.0, 0.0, 0.0], [0.0, 0.0, 0.0], [0.0, 0.0, 0.0], [-0.2, 0.0, 0.4], [0.0, 0.2, 0.1], [0.0, 0.0, -0.1], [0.0, 0.0, 0.0], [0.0, 0.0, 0.0], [-0.1, 0.0, 0.0], [0.0, 0.0, 0.0], [0.0, 0.0, 0.0], [0.0, 0.0, 0.0], [0.0, 0.0, 0.0], [0.0, 0.0, 0.0], [0.0, -0.1, 0.0], [-0.1, -0.1, 0.1], [0.1, -0.1, -0.1], [0.0, -0.1, 0.0], [0.0, 0.0, 0.0], [0.0, 0.0, 0.0], [0.0, 0.0, 0.0], [0.0, 0.0, -0.1], [0.1, 0.1, 0.0], [0.1, -0.1, 0.1], [0.0, 0.0, 0.0], [0.0, 0.0, 0.0], [0.0, 0.0, 0.0], [0.0, 0.0, 0.0], [0.0, 0.0, 0.0], [0.0, 0.0, 0.0], [0.0, 0.0, 0.0], [0.0, 0.0, -0.1], [0.0, 0.0, 0.0], [0.0, 0.0, 0.0], [0.0, 0.0, 0.0], [0.0, 0.0, 0.0], [0.0, 0.0, 0.0], [0.0, 0.0, 0.0], [0.0, 0.0, 0.0], [0.0, 0.0, 0.0], [0.0, 0.0, 0.0], [0.0, 0.0, 0.0], [0.0, 0.0, -0.1], [0.1, -0.1, -0.1], [0.0, 0.0, 0.0], [0.0, 0.0, 0.0], [0.0, 0.0, 0.0], [0.0, 0.0, 0.0], [0.0, 0.0, 0.0], [0.0, 0.0, 0.0], [0.0, 0.0, 0.0], [0.0, 0.1, 0.1]],
  "homo_ev": [-16.12, -16.12],
  "charge": 3,
  "multiplicity": 5,
  "e_above_lowest_kcal_mol": 8.6
}

=====

No. 3
{
  "formula": "C4H6N4O",
  "method": "ωB97M-V with the def2-TZVPD basis set",
  "elements": ["C", "C", "C", "C", "H", "H", "H", "H", "H", "H", "N", "N", "N", "N", "O"],
  "positions_angstrom": [[-1.178807, 0.204822, 0.064267], [-0.408824, -1.041806, 0.522215], [0.719681, -1.417150, -0.302626], [1.635245, 1.337683, -0.173859], [-2.554711, -0.885432, -0.495340], [-1.152842, -1.831727, 0.429075], [-0.108330, -1.006640, 1.580346], [0.675979, -2.262661, -0.980475], [2.480507, 1.817851, -0.688738], [-1.353186, 2.256098, 0.269885], [-2.345223, 0.114538, -0.389284], [1.821417, -0.890221, -0.394678], [0.546102, 1.921953, -0.291500], [-0.652886, 1.500657, 0.315604], [1.875880, 0.182039, 0.535107]],
  "atomic_forces_ev_per_a": [[0.9, 0.7, 0.9], [-1.2, 0.1, 0.8], [-1.2, -2.3, -1.3], [1.2, -0.1, -0.2], [-0.4, 0.5, 0.2], [0.1, -0.1, 0.2], [-0.1, 0.4, -0.3], [-0.5, -0.2, 0.0], [-0.2, -0.5, 0.3], [0.6, -0.9, -0.5], [-0.6, -0.5, -0.7], [2.8, 1.2, -0.1], [-1.8, 1.0, 0.4], [0.4, -0.2, 0.1], [0.0, 0.9, 0.3]],
  "homo_ev": -9.20,
  "charge": 0,
  "multiplicity": 1,
  "smiles": "[H]/N=C1\\C/C=N\\O/C=N\\N1",
  "e_above_lowest_kcal_mol": 87.3
}

=====

No. 4
{
  "formula": "C12H40F2HgNO12S2",
  "method": "ωB97M-V with the def2-TZVPD basis set",
  "elements": ["Hg", "N", "S", "O", "O", "F", "S", "O", "O", "F", "O", "H", "H", "O", "H", "H", "C", "C", "O", "H", "H", "H", "H", "H", "H", "C", "C", "O", "H", "H", "H", "H", "H", "H", "C", "C", "O", "H", "H", "H", "H", "H", "H", "C", "C", "O", "H", "H", "H", "H", "H", "H", "C", "C", "O", "H", "H", "H", "H", "H", "H", "C", "C", "O", "H", "H", "H", "H", "H", "H"],
  "positions_angstrom": [[0.673224, 3.528720, 0.577197], [0.013154, 1.577860, -0.082553], [-0.008736, 0.625630, -1.260973], [-1.170196, -0.195230, -1.621543], [1.302714, 0.064380, -1.611113], [-0.096396, 1.830130, -2.353563], [-0.067546, 0.217290, 0.932237], [1.129174, -0.598230, 1.050397], [-1.377786, -0.381140, 1.192157], [0.113094, 1.049800, 2.268907], [-1.093856, 3.679070, 2.119497], [-1.762776, 4.352590, 2.242577], [-1.239966, 3.061880, 2.836407], [-1.017896, 4.451940, -0.908013], [-1.358946, 4.261040, -1.781793], [-1.689416, 5.000730, -0.502913], [2.182064, 1.677120, -4.877643], [2.779764, 0.279540, -5.250013], [1.996884, -0.564610, -4.473933], [2.625304, 2.433180, -5.525713], [2.355794, 1.862790, -3.817713], [1.113004, 1.659900, -5.089583], [3.813854, 0.341930, -4.911113], [2.783254, -0.047540, -6.289773], [2.042514, -0.333260, -3.543343], [-4.141306, 3.943170, 4.719807], [-3.637356, 2.729160, 3.919547], [-2.244786, 2.527260, 4.095737], [-5.219546, 4.045510, 4.597237], [-3.712786, 4.913550, 4.469117], [-4.026686, 3.680350, 5.771417], [-3.837066, 2.752830, 2.848257], [-4.209616, 1.916210, 4.366447], [-2.062996, 1.584630, 4.094337], [1.543464, -5.871710, -0.195863], [1.856974, -4.347540, -0.135483], [0.833534, -3.764420, 0.655627], [2.389914, -6.521370, -0.418523], [0.958744, -5.988820, -1.108263], [0.999854, -6.176150, 0.698507], [1.956044, -4.016780, -1.169353], [2.853914, -4.256690, 0.295737], [1.313254, -3.448670, 1.424887], [5.371754, -2.267400, 0.259997], [4.538224, -1.091380, -0.230833], [4.496124, -0.960420, -1.608733], [6.448164, -2.131720, 0.154917], [5.271194, -3.142250, -0.382363], [5.319834, -2.608830, 1.293837], [4.816584, -0.183960, 0.305097], [3.473524, -1.186780, -0.017713], [3.562694, -0.753280, -1.694803], [-0.762166, -1.406530, 5.905697], [-0.642426, -1.141560, 4.439407], [-1.987646, -0.849900, 3.980677], [-1.504746, -2.190720, 6.053037], [-1.070336, -0.456780, 6.342857], [0.210554, -1.742190, 6.265197], [-0.224616, -2.017920, 3.943887], [-0.068646, -0.228540, 4.280497], [-1.944386, -0.752600, 3.026607], [-3.941996, -0.130320, -3.838873], [-3.448066, 0.433930, -5.118053], [-2.148126, 1.057520, -4.913763], [-3.204986, -0.417170, -3.088783], [-4.486566, -1.069670, -3.934613], [-4.645156, 0.599600, -3.437773], [-4.136596, 1.221630, -5.423913], [-3.291126, -0.353650, -5.855063], [-1.654926, 0.234870, -4.953683]],
  "atomic_forces_ev_per_a": [[1.2, 1.3, 0.3], [-1.4, -3.3, 3.6], [1.1, -1.5, -11.6], [1.9, 1.6, 1.8], [-1.7, 0.6, 1.0], [-0.2, -0.3, 0.5], [0.0, -1.9, 6.7], [-1.8, 1.0, -1.3], [2.0, 1.2, -1.5], [-0.1, 1.2, 0.3], [0.2, 0.8, -1.0], [-0.1, 0.2, 0.0], [-0.4, -0.6, 1.0], [-0.2, 0.3, 0.0], [0.1, -0.4, -0.5], [-0.2, 0.2, 0.2], [0.4, -0.4, -2.0], [-0.3, 2.2, 1.6], [-0.3, -2.3, -0.1], [0.1, 0.4, 0.3], [0.1, 0.1, -0.1], [0.0, 0.0, 0.2], [0.4, -0.5, -0.1], [-0.4, 0.3, 0.1], [0.0, 0.2, 0.1], [-0.1, -0.5, -0.3], [-0.8, 0.4, 0.5], [0.4, 0.0, 0.5], [-0.1, -0.1, -0.3], [0.3, -0.1, 0.1], [0.4, 0.4, 0.1], [-0.3, 0.2, -0.1], [0.2, -0.4, -0.3], [-0.1, -0.6, 0.1], [0.0, 0.6, -1.1], [0.5, -2.4, 0.2], [0.6, 0.6, -0.3], [0.4, 0.2, 0.5], [-0.7, -0.3, 0.3], [0.1, -0.1, -0.2], [-0.5, 0.7, 0.1], [0.0, 0.5, 0.3], [-0.4, 0.3, 0.1], [1.1, -0.7, -0.7], [-0.9, -0.6, 2.0], [0.4, 0.3, -1.2], [0.2, 0.8, -0.2], [-0.7, -0.1, 0.0], [-0.8, 0.4, 0.1], [0.5, 0.3, -0.2], [0.0, -0.6, 1.2], [0.1, 0.1, -1.1], [0.2, 0.1, -0.2], [-1.0, 0.4, -0.1], [0.4, 0.0, 0.2], [0.0, 0.1, 0.2], [0.0, -0.3, 0.6], [-0.1, 0.1, 0.4], [0.0, 0.2, -0.4], [0.5, -0.3, -0.2], [-0.1, -0.1, -0.4], [-1.2, -0.7, 1.2], [1.1, 0.6, 0.0], [-0.8, -0.7, -0.5], [0.4, 0.6, -0.2], [-0.4, 0.0, -0.5], [0.1, -0.2, 0.6], [0.1, -0.2, -0.6], [-0.5, 0.2, -0.4], [1.2, 0.4, 0.3]],
  "homo_ev": [-9.20, -9.21],
  "charge": 0,
  "multiplicity": 2
}